# 1
Computed, not measured: a molecular structure, C26H28BrCaFN4O13S at a distorted geometry, with ωB97M-V/def2-TZVPD.

Properties
Total energy ... -5953.9792 Ha
Multiplicity ... 1
LUMO energy ... -4.780 eV
Frontier orbital gap ... 1.37 eV
E_HOMO ... -6.15 eV

Positions of all 75 atoms, in Å:
1 Br 4.85 -1.45 2.57
2 Ca -1.28 -4.76 -2.56
3 S 0.19 1.88 -0.36
4 F 3.28 -3.84 -0.07
5 O -1.84 -2.65 -1.37
6 O 3.89 3.28 -4.14
7 O 3.34 4.45 -2.29
8 O -4.74 4.60 0.08
9 O -2.97 5.09 -1.21
10 O -1.05 2.51 3.49
11 O 0.99 3.20 3.50
12 O 4.47 2.51 -2.12
13 O -0.49 4.25 2.34
14 O 4.49 -5.61 3.89
15 O 1.47 -5.17 -0.37
16 O -0.41 -4.54 5.61
17 O -4.96 4.73 -2.16
18 N -3.73 -1.51 -1.80
19 N -0.18 3.32 3.11
20 N -3.44 -3.63 -2.66
21 N 0.03 -1.04 0.47
22 C 3.85 3.51 -2.80
23 C -4.27 4.79 -0.99
24 C 3.46 -0.45 1.70
25 C 0.72 -4.78 5.21
26 C -1.25 1.11 0.35
27 C 3.37 -5.36 4.28
28 C -4.37 4.55 -4.51
29 C 4.75 1.46 -3.05
30 C 2.69 1.55 0.74
31 C 1.26 -0.37 0.77
32 C -3.44 -0.18 1.44
33 C -2.95 -2.57 -1.90
34 C -2.42 1.80 0.57
35 C 2.27 -1.05 1.40
36 C -3.51 1.17 1.12
37 C 2.41 -6.45 4.59
38 C 4.77 2.18 -4.37
39 C 1.49 0.96 0.45
40 C 1.68 -3.69 4.91
41 C 3.70 0.86 1.36
42 C 2.91 -3.96 4.47
43 C 1.18 -6.18 5.02
44 C -2.25 -0.86 1.22
45 C -4.09 5.23 -3.19
46 C -2.73 4.94 -2.61
47 C -1.14 -0.23 0.68
48 H 4.42 1.57 -5.20
49 H -2.87 -4.43 -2.73
50 H 3.62 -3.18 4.24
51 H 1.67 -5.87 0.27
52 H -1.96 5.63 -2.95
53 H -4.64 -1.43 -2.22
54 H 2.76 -7.46 4.44
55 H -5.39 4.74 -4.84
56 H -2.40 3.91 -2.79
57 H 2.86 2.59 0.48
58 H 1.32 -2.68 5.05
59 H -4.27 3.46 -4.41
60 H -3.68 4.90 -5.28
61 H 0.46 -6.96 5.25
62 H -2.21 -1.92 1.48
63 H 2.18 -2.10 1.68
64 H -4.33 -3.64 -3.13
65 H 1.33 -4.39 0.19
66 H -0.02 -1.35 -0.49
67 H 3.94 0.72 -2.99
68 H -3.38 -0.73 -1.24
69 H -4.45 1.69 1.31
70 H 5.77 2.57 -4.61
71 H -4.26 6.31 -3.28
72 H -2.50 2.86 0.33
73 H -4.27 -0.73 1.86
74 H 4.64 1.38 1.55
75 H 5.69 0.97 -2.81


# 2
Computed, not measured: a molecular structure, C26H28CaI2N5Se2, with ωB97M-V/def2-TZVPD.

Properties
Total energy ... -7357.1319 Ha
Multiplicity ... 1
ΔE to the lowest compared entry with this formula, charge and spin ... 8.4 kJ/mol
LUMO energy ... -3.795 eV
Charge ... +1
Frontier orbital gap ... 5.29 eV
E_HOMO ... -9.09 eV

Positions of all 64 atoms, in Å:
1 I -0.91 -1.75 6.78
2 I -2.36 -0.79 4.79
3 Se -3.82 0.72 1.93
4 Se -3.84 -0.96 0.29
5 Ca -0.33 -0.26 0.24
6 N -1.55 -2.16 1.47
7 N 1.51 0.49 1.68
8 N 1.28 0.46 -1.08
9 N -0.22 -1.70 -1.85
10 N -1.72 1.80 0.35
11 C -1.50 -4.34 2.47
12 C 1.08 1.09 2.95
13 C -3.38 3.37 1.04
14 C 2.38 1.34 0.86
15 C -2.70 4.39 0.40
16 C -2.85 2.10 0.99
17 C 0.76 1.27 -4.70
18 C 4.28 2.83 0.73
19 C -1.55 4.10 -0.31
20 C 3.37 1.81 -1.26
21 C 1.21 1.39 -3.39
22 C 0.91 -2.63 -1.62
23 C 3.32 2.16 1.47
24 C -3.55 -3.47 1.59
25 C 2.23 -0.78 1.94
26 C -1.10 2.79 -0.32
27 C 0.03 0.17 -5.10
28 C -0.90 -3.15 2.08
29 C 0.15 -0.70 -2.85
30 C 4.32 2.61 -0.64
31 C 2.32 1.22 -0.55
32 C -0.27 -0.81 -4.17
33 C -2.86 -2.33 1.23
34 C -1.41 -2.48 -2.19
35 C -2.85 -4.50 2.22
36 C 0.94 0.40 -2.43
37 H 1.65 -1.41 2.62
38 H 0.33 0.45 3.41
39 H 0.64 2.07 2.75
40 H -1.00 4.85 -0.85
41 H -3.37 -5.40 2.51
42 H 1.80 -2.05 -1.37
43 H 1.11 -3.23 -2.51
44 H -2.24 -1.82 -2.44
45 H 5.00 3.47 1.21
46 H 1.90 1.22 3.67
47 H 3.20 -0.58 2.42
48 H 0.99 2.06 -5.40
49 H -0.32 0.07 -6.12
50 H -1.68 -3.09 -1.33
51 H 5.09 3.06 -1.24
52 H 3.46 1.65 -2.33
53 H -0.92 -5.10 2.96
54 H -0.87 -1.66 -4.47
55 H -1.25 -3.16 -3.03
56 H -3.09 5.41 0.43
57 H 0.66 -3.30 -0.79
58 H 3.32 2.25 2.55
59 H 2.42 -1.29 1.00
60 H -4.61 -3.55 1.40
61 H 0.15 -2.99 2.27
62 H 1.73 2.28 -3.09
63 H -0.20 2.51 -0.85
64 H -4.31 3.56 1.56


# 3
Computed, not measured: a molecular structure, C26H28ClF5GdN2O3 at a distorted geometry, with ωB97M-V/def2-TZVPD.

Properties
Total energy ... -3067.9767 Ha
Multiplicity ... 8
ΔE to the lowest compared entry with this formula, charge and spin ... 126.5 kJ/mol
LUMO energy (alpha / beta) ... 2.516 / 2.473 eV
Charge ... -1
Frontier orbital gap (alpha / beta) ... 3.27 / 3.26 eV
E_HOMO (alpha / beta) ... -0.75 / -0.79 eV

Positions of all 66 atoms, in Å:
1 Gd -0.33 0.12 0.38
2 Cl -2.79 0.48 0.86
3 F 5.63 -1.25 0.30
4 F 4.93 0.13 4.85
5 F 2.24 0.56 4.29
6 F 6.59 -0.78 2.85
7 F 3.02 -0.87 -0.24
8 O -0.71 4.22 -0.84
9 O -1.64 -3.95 0.10
10 O 1.35 0.10 1.82
11 N -0.43 -2.14 0.46
12 N 0.09 2.30 -0.07
13 C -0.41 2.39 -2.46
14 C -2.36 -1.33 -3.46
15 C 3.11 0.14 3.34
16 C -1.62 -3.79 1.60
17 C 5.29 -0.55 2.59
18 C -0.63 -0.13 -2.13
19 C 2.59 -0.10 2.03
20 C 3.49 -0.58 1.01
21 C -0.98 -2.93 -0.40
22 C -0.64 4.40 0.65
23 C -1.13 1.06 -2.71
24 C -0.32 2.98 -1.09
25 C -0.92 -2.67 -1.87
26 C -0.91 -1.77 2.95
27 C 4.82 -0.79 1.29
28 C 1.67 3.49 1.26
29 C 0.84 -3.32 2.10
30 C -0.35 2.63 2.43
31 C -2.13 1.04 -3.74
32 C 4.44 -0.09 3.62
33 C -0.53 -2.74 1.83
34 C 0.19 3.20 1.12
35 C -1.37 -1.31 -2.44
36 C -2.95 -2.64 -3.99
37 C -2.45 2.28 -4.56
38 C -2.74 -0.16 -4.13
39 H -2.80 3.11 -3.93
40 H -1.56 2.64 -5.12
41 H -1.69 4.32 0.99
42 H 1.87 4.20 2.07
43 H 1.10 -3.99 1.27
44 H -2.62 -3.40 1.86
45 H -1.42 -3.50 -2.34
46 H -1.38 2.28 2.33
47 H -0.14 -1.01 3.12
48 H -1.02 -2.31 3.90
49 H 0.15 -2.71 -2.12
50 H -1.44 -4.78 2.07
51 H -1.84 -1.24 2.73
52 H 2.19 2.54 1.45
53 H 1.57 -2.50 2.09
54 H 0.25 1.78 2.79
55 H -0.77 3.19 -3.10
56 H -0.31 3.39 3.23
57 H -3.44 -3.22 -3.20
58 H 2.03 3.87 0.29
59 H -3.45 -0.19 -5.00
60 H 0.64 2.17 -2.74
61 H -3.23 2.06 -5.31
62 H 0.57 -0.17 -1.63
63 H -2.16 -3.28 -4.44
64 H -0.21 5.40 0.87
65 H -3.69 -2.44 -4.79
66 H 0.88 -3.84 3.06


# 4
Computed, not measured: a molecular structure, C26H28ClP2Sm at a distorted geometry, with ωB97M-V/def2-TZVPD.

Properties
Total energy ... -2807.8305 Ha
Multiplicity ... 6
ΔE to the lowest compared entry with this formula, charge and spin ... 13.5 kJ/mol
LUMO energy (alpha / beta) ... -8.303 / -8.081 eV
Charge ... +2
Frontier orbital gap (alpha / beta) ... 5.52 / 5.73 eV
E_HOMO (alpha / beta) ... -13.82 / -13.82 eV

Positions of all 58 atoms, in Å:
1 Sm 1.09 -1.78 1.10
2 Cl -0.75 -3.30 1.95
3 P -0.81 0.46 0.31
4 P 2.39 -1.54 -1.28
5 C 3.13 -4.43 1.39
6 C -1.06 1.81 1.53
7 C -0.14 1.41 -3.64
8 C 3.24 -1.55 -2.89
9 C -3.17 -0.79 1.13
10 C -0.41 1.39 -1.21
11 C -2.26 3.80 2.23
12 C 3.24 -3.82 0.14
13 C 0.55 3.32 -2.33
14 C -5.24 -0.95 -0.11
15 C -4.48 -1.26 1.03
16 C -1.55 3.80 3.44
17 C 0.15 2.67 -1.16
18 C 2.99 -3.64 2.54
19 C -0.52 0.74 -2.46
20 C -4.69 -0.15 -1.11
21 C -3.37 0.32 -1.00
22 C -2.01 2.81 1.28
23 C 3.31 -2.41 0.02
24 C -2.58 -0.03 0.10
25 C 0.39 2.70 -3.58
26 C 3.29 -2.26 2.48
27 C 3.62 -1.68 1.24
28 C -0.32 1.82 2.73
29 C 0.93 -2.70 -1.52
30 C -0.58 2.82 3.67
31 H 4.22 -1.06 -2.81
32 H 0.14 -2.15 -2.05
33 H 2.38 4.15 0.33
34 H 1.00 4.32 -2.26
35 H 1.32 -3.47 -2.19
36 H 2.77 -4.11 3.50
37 H 2.65 -0.97 -3.62
38 H -2.97 0.97 -1.78
39 H -0.27 0.92 -4.61
40 H 0.45 1.06 2.91
41 H -1.75 4.58 4.19
42 H 0.43 -3.24 -0.68
43 H -5.28 0.12 -1.99
44 H -4.90 -1.85 1.84
45 H 3.26 -4.43 -0.76
46 H 0.69 3.23 -4.49
47 H 4.10 -0.70 1.20
48 H 3.37 -2.58 -3.26
49 H -0.91 -0.28 -2.50
50 H 3.16 -5.52 1.46
51 H 2.55 4.05 -0.40
52 H 0.00 2.83 4.60
53 H -2.59 -1.03 2.02
54 H 0.29 3.17 -0.20
55 H 3.31 -1.65 3.39
56 H -6.27 -1.32 -0.20
57 H -3.00 4.57 2.02
58 H -2.56 2.81 0.34


# 5
Computed, not measured: a molecular structure, C26H28F4N3O7SiTl, with ωB97M-V/def2-TZVPD.

Properties
Total energy ... -2560.0534 Ha
Multiplicity ... 1
ΔE to the lowest compared entry with this formula, charge and spin ... 24.1 kJ/mol
LUMO energy ... 4.494 eV
Charge ... -2
Frontier orbital gap ... 6.09 eV
E_HOMO ... -1.59 eV

Positions of all 70 atoms, in Å:
1 Tl 0.53 0.83 -0.33
2 Si 2.35 2.51 -0.90
3 F -4.87 -0.17 0.42
4 F -2.24 -0.56 0.70
5 F -1.75 -0.37 -4.01
6 F -4.36 -0.13 -4.27
7 O -0.56 2.17 1.31
8 O -2.10 4.28 2.74
9 O 2.72 -0.60 0.15
10 O -3.75 5.66 0.73
11 O -3.24 4.40 -1.89
12 O -1.27 2.19 -1.41
13 O 3.81 -1.98 1.55
14 N 0.95 -3.43 -1.09
15 N -0.54 -0.80 -1.41
16 N 0.64 -0.40 1.90
17 C 0.69 -1.83 4.27
18 C -2.15 4.01 1.54
19 C 1.67 -1.20 2.18
20 C 1.73 -1.93 3.36
21 C 1.51 4.18 -1.09
22 C -2.75 -0.46 -0.54
23 C -2.74 4.07 -0.82
24 C -0.09 -4.34 -1.57
25 C 2.11 -4.12 -0.57
26 C 0.17 -1.49 -2.49
27 C -2.99 4.72 0.52
28 C -1.87 -0.57 -1.63
29 C -3.85 -0.25 -3.02
30 C -1.77 3.00 -0.57
31 C -4.10 -0.25 -0.69
32 C -4.70 -0.15 -1.93
33 C 1.81 -4.84 0.74
34 C 1.32 -2.38 -2.03
35 C -0.36 -0.97 3.98
36 C -1.39 -4.18 -0.80
37 C -1.42 2.98 0.82
38 C 3.17 2.01 -2.51
39 C -2.49 -0.43 -2.88
40 C -0.34 -0.27 2.79
41 C 3.63 2.58 0.47
42 C 2.85 -1.27 1.20
43 H 2.09 -1.77 -1.56
44 H 1.05 -5.62 0.61
45 H 2.22 4.96 -1.36
46 H 4.43 3.30 0.24
47 H 1.02 4.46 -0.16
48 H 4.07 1.59 0.59
49 H 0.74 4.12 -1.86
50 H 0.70 -2.40 5.19
51 H 2.50 -4.86 -1.30
52 H -0.27 -4.16 -2.63
53 H 3.63 1.02 -2.40
54 H 3.95 2.72 -2.81
55 H 1.44 -4.12 1.48
56 H 2.91 -3.40 -0.40
57 H -1.11 0.45 2.53
58 H -5.76 0.02 -2.05
59 H -0.55 -2.12 -3.02
60 H -1.77 -3.17 -0.90
61 H -1.18 -0.83 4.67
62 H -2.15 -4.89 -1.16
63 H 2.72 -5.30 1.13
64 H 2.43 1.95 -3.31
65 H 3.16 2.87 1.41
66 H 2.59 -2.56 3.52
67 H -1.22 -4.36 0.27
68 H 0.59 -0.81 -3.24
69 H 0.27 -5.37 -1.48
70 H 1.74 -2.82 -2.96


# 6
Computed, not measured: a molecular structure, C26H28F6IrN5O6S5, with ωB97M-V/def2-TZVPD.

Properties
Total energy ... -4426.1338 Ha
Multiplicity ... 6
ΔE to the lowest compared entry with this formula, charge and spin ... 40.9 kJ/mol
LUMO energy (alpha / beta) ... -8.343 / -11.969 eV
Charge ... +3
Frontier orbital gap (alpha / beta) ... 8.08 / 4.47 eV
E_HOMO (alpha / beta) ... -16.43 / -16.44 eV

Positions of all 77 atoms, in Å:
1 Ir -1.03 0.89 -0.15
2 S 1.68 0.69 1.92
3 S -3.04 3.49 -1.13
4 S -3.25 0.00 -0.87
5 S -1.60 -2.76 1.37
6 S -2.23 2.88 1.60
7 F -2.69 5.75 0.09
8 F -5.58 1.37 1.65
9 F -4.58 1.74 3.53
10 F -4.93 3.37 2.17
11 F -1.59 5.55 -1.76
12 F -3.73 5.90 -1.81
13 O 0.81 0.01 0.83
14 O -2.56 2.96 -2.38
15 O -1.23 -1.70 0.42
16 O -1.05 1.98 1.90
17 O -4.38 3.25 -0.70
18 O -3.44 1.77 1.63
19 N 0.68 2.07 -1.07
20 N -1.95 0.05 -3.20
21 N -0.91 0.60 -2.51
22 N -1.91 3.04 0.00
23 N -4.23 -0.23 -3.29
24 C 4.38 0.71 2.31
25 C 5.68 0.45 1.93
26 C -2.74 5.31 -1.16
27 C 1.83 -1.79 3.36
28 C 2.23 3.86 -0.84
29 C 0.94 -2.63 2.44
30 C 1.84 2.87 -2.98
31 C 0.19 1.03 -4.66
32 C 5.95 -0.17 0.72
33 C 3.60 -0.28 0.23
34 C -0.57 -6.85 -0.06
35 C 0.93 2.02 -2.39
36 C -0.51 -4.47 -0.44
37 C 4.92 -0.54 -0.13
38 C -1.66 -5.43 1.53
39 C -4.66 2.09 2.26
40 C -1.30 -6.69 1.12
41 C 1.30 2.98 -0.32
42 C 2.51 3.80 -2.19
43 C -3.14 -0.05 -2.57
44 C 3.35 0.32 1.45
45 C -0.53 -2.56 2.85
46 C 1.54 -0.29 3.43
47 C -0.16 -5.74 -0.83
48 C 0.05 1.13 -3.18
49 C -1.22 -4.33 0.77
50 H -0.23 -3.60 -1.01
51 H 1.05 -2.27 1.41
52 H 0.42 -5.89 -1.72
53 H -1.95 0.13 -4.21
54 H 2.86 -1.94 3.05
55 H -0.32 -7.84 -0.40
56 H -0.10 0.05 -5.03
57 H 6.49 0.73 2.59
58 H 0.54 -0.04 3.80
59 H -0.85 -3.33 3.56
60 H 2.72 4.58 -0.20
61 H 6.98 -0.35 0.42
62 H 2.04 2.82 -4.04
63 H 2.77 -0.56 -0.41
64 H 1.75 -2.16 4.39
65 H -2.26 -5.29 2.43
66 H 1.22 1.18 -4.97
67 H -0.42 1.79 -5.15
68 H 1.28 -3.67 2.46
69 H -1.61 -7.56 1.69
70 H 5.13 -1.02 -1.07
71 H -0.84 -1.59 3.23
72 H 3.21 4.49 -2.64
73 H 2.25 0.19 4.10
74 H 1.03 3.01 0.73
75 H -5.12 -0.29 -2.84
76 H -4.22 -0.22 -4.30
77 H 4.17 1.22 3.24


# 7
Computed, not measured: a molecular structure, C26H28F6N5O5OsS3Te at a distorted geometry, with ωB97M-V/def2-TZVPD.

Properties
Total energy ... -3809.2520 Ha
Multiplicity ... 6
ΔE to the lowest compared entry with this formula, charge and spin ... 0.0 kJ/mol
LUMO energy (alpha / beta) ... -4.820 / -7.672 eV
Charge ... +2
Frontier orbital gap (alpha / beta) ... 8.41 / 6.02 eV
E_HOMO (alpha / beta) ... -13.23 / -13.69 eV

Positions of all 75 atoms, in Å:
1 Os 3.10 3.24 2.00
2 Te -0.69 -3.36 -2.25
3 S 1.47 6.28 1.80
4 S -0.22 4.11 1.46
5 S 3.79 2.58 -0.25
6 F -0.07 4.96 -1.04
7 F -1.46 3.33 -0.59
8 F -1.94 5.40 -0.13
9 F 2.62 8.20 3.05
10 F 0.46 8.27 3.11
11 F 1.56 6.89 4.31
12 O -1.11 3.45 2.32
13 O 2.65 5.40 2.12
14 O 1.61 7.02 0.60
15 O 0.95 3.36 0.99
16 O 2.63 3.17 4.01
17 N 5.54 4.53 0.55
18 N 0.17 5.50 2.08
19 N 4.89 4.51 -1.68
20 N 3.26 1.54 2.71
21 N 5.39 4.00 1.86
22 C 2.61 -1.40 5.68
23 C -4.30 -3.61 -2.60
24 C 2.01 1.31 6.21
25 C -2.13 -7.14 -3.36
26 C -1.43 -6.12 -2.82
27 C -2.47 -0.82 -1.81
28 C -3.31 0.14 -2.34
29 C 2.72 -0.53 4.67
30 C -1.90 -1.70 -2.73
31 C -0.03 -6.31 -2.33
32 C -0.96 4.50 -0.20
33 C -3.51 0.27 -3.75
34 C -2.02 -4.79 -2.82
35 C -2.80 -0.51 -4.62
36 C 1.50 7.52 3.20
37 C 2.52 0.87 4.96
38 C -1.99 -1.52 -4.12
39 C 4.80 3.98 -0.46
40 C -3.42 -6.99 -3.89
41 C -3.98 -8.15 -4.67
42 C -2.35 -0.87 -0.30
43 C 2.78 1.83 3.91
44 C 2.13 -0.98 6.91
45 C 1.83 0.36 7.18
46 C -3.42 -4.73 -3.03
47 C -4.06 -5.80 -3.62
48 H 1.92 -1.73 7.64
49 H -1.68 -2.29 -4.80
50 H 4.50 4.04 -2.44
51 H 0.71 -6.03 -3.09
52 H -5.34 -3.96 -2.39
53 H 1.33 0.64 8.05
54 H 0.27 -7.30 -2.02
55 H 3.00 -0.80 3.67
56 H 6.18 3.37 1.95
57 H 5.63 5.17 -1.99
58 H 5.84 5.48 0.41
59 H -4.39 -9.04 -4.15
60 H -4.21 0.99 -4.02
61 H 0.12 -5.69 -1.44
62 H -4.91 -7.85 -5.29
63 H -1.51 -1.44 0.11
64 H 5.54 4.75 2.51
65 H -2.92 -0.25 -5.63
66 H 2.65 -2.45 5.49
67 H -1.71 -8.14 -3.44
68 H -3.97 -3.32 -1.59
69 H -3.83 0.81 -1.69
70 H -5.10 -5.77 -3.92
71 H -3.33 -8.52 -5.40
72 H -4.38 -2.86 -3.42
73 H 1.82 2.34 6.22
74 H -3.26 -1.43 0.13
75 H -2.36 0.09 0.19